# 1
Here is a 8-piece molecular cluster, C5H26N2O8 overall in a non-equilibrium geometry from the Open Molecules 2025 dataset. Energies are from wB97M-V/def2-TZVPD.

Last column: Mulliken charge in e.
Cartesian coordinates (Å):
H: 2.09737 -3.54306 -0.10818  0.318
O: -3.21407 -0.02098 0.68796  -0.660
H: -0.57447 0.20691 2.97832  0.173
H: 0.49617 3.73248 -2.79329  0.248
H: -1.30600 3.91009 -0.72122  0.339
H: 0.77119 -2.94992 1.59691  0.329
O: 2.54981 -2.28339 -2.96516  -0.602
C: 1.09965 1.63780 0.95471  1.040
H: 0.37270 3.56522 0.59444  0.321
N: -0.37151 -0.05312 2.02936  -0.155
C: 1.57989 3.03764 -1.06177  0.025
H: -0.93290 1.88189 1.40485  0.501
H: -2.62136 -0.93220 3.99251  0.291
O: -2.65469 -1.35106 3.08373  -0.606
H: -1.54733 -2.41168 -1.99977  0.407
H: 0.45506 -0.56380 2.07605  0.166
H: 2.42299 3.80282 -1.24491  0.318
O: -0.64278 -2.87216 -1.90918  -0.698
H: -2.66506 -0.72842 0.88922  0.311
H: -3.67132 -1.74672 -2.90766  0.306
H: 1.88997 -0.13934 0.50677  0.071
H: 0.58392 -3.71511 2.88923  0.314
H: 2.74691 -1.30914 -2.67605  0.336
H: 2.21642 3.30133 0.87150  0.375
H: 2.06276 2.05030 -1.46800  0.082
H: -2.15221 -2.18874 3.10987  0.318
H: 0.04297 -2.47140 -2.40829  0.280
C: 0.25234 3.23365 -1.72221  -0.562
O: 1.26946 -2.95584 -0.47035  -0.734
H: -0.40474 2.29022 -1.61041  0.240
N: 2.27867 0.76482 0.91029  -0.755
H: -3.40879 -1.27636 -1.33688  0.332
C: -0.10565 1.16743 1.36767  -1.212
H: 2.88186 1.06811 0.15989  0.408
H: -2.55228 0.75273 0.76033  0.364
C: 1.30208 2.99732 0.39515  -1.053
O: -0.51324 4.24392 -1.17200  -0.560
O: -2.95176 -1.61138 -2.19406  -0.669
O: 0.59740 -2.74999 2.44534  -0.587
H: 0.46338 -3.43688 -0.66420  0.418
H: 1.85722 -2.33400 -2.27051  0.223

## Properties
Relative energy (zero: lowest compared OMol25 entry of this formula, charge and spin) = 5.362 eV
Gap between HOMO and LUMO = 7.938 eV
Electronic energy = -917.3978 hartree
Net charge = 0
HOMO energy = -7.78 eV
E_LUMO = 0.16 eV

***

# 2
Here is a 9-piece molecular cluster, C5H26N2O9 overall in a non-equilibrium geometry from the Open Molecules 2025 dataset. Energies are from wB97M-V/def2-TZVPD.

Last column: Mulliken charge in e.
Cartesian coordinates (Å):
C: 0.01719 0.93346 -2.87268  -0.762
H: 0.17188 2.79825 1.96140  0.343
O: 4.32544 0.08460 0.40807  -0.597
H: 0.10806 0.05761 1.15039  0.045
H: 0.75563 -2.21665 -2.14656  0.545
C: 0.54619 0.86429 -1.40127  0.334
H: -3.01206 -3.84065 -1.76456  0.275
C: -0.67509 1.02437 -0.43936  -0.094
O: -3.12219 -2.93789 -1.51081  -0.649
H: -1.13760 -1.98503 2.32853  0.419
H: 1.47081 1.49067 -1.31970  0.371
H: 4.12039 0.75195 -0.25653  0.317
N: 1.01417 -0.48503 -1.09396  -0.483
H: -0.81172 -1.45888 -1.47361  -0.186
H: 5.24393 -0.15659 0.45201  0.280
O: -3.14480 -0.67578 0.03524  -0.588
H: -3.07514 -0.96812 -0.86744  0.366
H: -2.41085 -1.47769 1.82824  0.283
H: -3.19740 0.28692 -0.03692  0.281
O: -0.48316 -3.02383 1.01843  -0.782
H: -0.89076 -0.77627 -3.88159  0.412
O: 2.60838 -0.02885 3.72285  -0.646
O: -1.66281 1.64094 -0.84402  -0.745
C: 0.14640 -1.28518 -2.00629  -0.262
H: -0.13893 3.54821 0.58908  0.332
O: 2.49007 2.35027 1.24445  -0.547
H: -1.33946 1.11654 1.49941  0.350
N: -0.65742 0.68741 0.88855  0.055
H: -1.33722 -2.97389 0.50967  0.381
H: 2.03139 3.18670 1.43314  0.339
O: -1.94739 -1.54171 2.67382  -0.699
C: -0.01616 -0.55371 -3.34534  -0.794
H: 1.98350 -0.61457 -1.20019  0.267
H: 1.63066 0.08194 3.67830  0.311
H: 2.85478 0.39302 2.90850  0.329
H: -1.01614 1.33215 -2.69790  0.255
H: 0.44645 1.74415 -3.47998  0.436
O: 0.17929 3.62987 1.48741  -0.707
H: 0.00121 -2.36569 0.50328  0.379
H: 0.80596 -0.80078 -4.07962  0.248
H: -3.85941 -2.68154 -0.90580  0.311
H: 3.31067 2.47382 1.76391  0.277

## Properties
Relative energy (zero: lowest compared OMol25 entry of this formula, charge and spin) = 1.226 eV
Gap between HOMO and LUMO = 9.685 eV
Electronic energy = -992.7550 hartree
Net charge = 0
HOMO energy = -9.52 eV
E_LUMO = 0.17 eV

***

# 3
Here is a 10-piece molecular cluster, C5H26NO11 overall in a non-equilibrium geometry from the Open Molecules 2025 dataset. Energies are from wB97M-V/def2-TZVPD.

Last column: Mulliken charge in e.
Cartesian coordinates (Å):
H: -2.73827 0.43199 -2.59516  0.301
H: -2.63532 -2.40768 -0.93455  0.333
O: 1.46928 -1.24441 1.50073  -0.817
H: -0.42934 -0.03985 -0.74597  0.447
H: -1.64622 -1.78245 3.01562  0.284
H: -2.47123 1.84982 -0.97299  0.195
C: 2.49586 1.49696 1.87559  0.598
C: -0.27514 2.82766 -0.32757  0.185
O: 2.52834 0.63497 2.92591  -0.611
H: -1.76941 2.99768 1.30810  0.231
H: 0.68265 -1.21326 0.98358  0.166
H: -1.86686 -0.87799 -2.69230  0.283
O: -3.36901 -2.20218 -0.27357  -0.606
C: -1.46248 2.97519 0.25813  -0.340
O: 0.53823 -0.73449 -2.41417  -0.793
H: -0.30569 -1.42413 -2.00590  0.239
H: 0.83376 3.79308 1.08815  0.466
O: 2.80638 -1.24468 -0.76878  -0.694
H: -4.12247 -2.09225 -0.79050  0.237
O: 3.45910 2.07308 1.53898  -0.613
H: 1.49596 -3.10251 -2.67139  0.284
O: 1.04972 -3.60925 -2.08207  -0.653
H: 1.72522 -0.11409 2.78137  0.388
C: 0.98429 2.97760 0.44139  -1.057
H: 1.86069 3.24065 -0.09310  0.380
H: 1.83605 -1.15579 -1.11486  0.431
H: -2.71720 -1.74398 1.80255  0.310
H: 0.95296 0.82659 0.53575  0.109
H: 0.10494 -0.25580 -3.08427  0.312
C: 1.15178 1.67304 1.35490  -0.464
H: -0.52540 -2.73035 -0.87944  0.150
H: 3.17589 -2.11216 -1.18754  0.305
H: -1.28244 -0.82966 0.07409  0.268
H: -0.18544 2.56050 -1.47611  0.239
H: 0.17369 -3.20458 -2.13730  0.246
O: -0.80028 0.01699 0.11938  -0.287
O: -2.51605 -1.61263 2.73455  -0.652
O: -1.12640 -2.15149 -1.24457  -0.931
H: 2.08105 -1.47908 0.66067  0.574
H: 0.47243 1.38816 2.06398  0.608
H: -3.45686 2.67262 -0.02981  0.272
O: -2.57636 -0.37886 -3.07097  -0.682
N: -2.61609 2.67505 -0.60581  -0.639

## Properties
Relative energy (zero: lowest compared OMol25 entry of this formula, charge and spin) = 3.602 eV
Gap between HOMO and LUMO = 8.439 eV
Electronic energy = -1088.4867 hartree
Net charge = -1
HOMO energy = -5.61 eV
E_LUMO = 2.83 eV

***

# 4
Here is a 8-piece molecular cluster, C5H26O8 overall in a non-equilibrium geometry from the Open Molecules 2025 dataset. Energies are from wB97M-V/def2-TZVPD.

Last column: Mulliken charge in e.
Cartesian coordinates (Å):
H: 0.92543 2.84062 0.09220  -0.149
H: -1.76456 -0.96161 3.18853  0.244
C: 1.66345 -1.67003 2.08075  -0.548
H: -3.30753 -1.69387 3.40546  0.301
H: -0.03119 -0.82180 -2.39379  0.233
H: -2.15659 -0.87993 1.19164  0.461
H: -1.69379 1.01100 -2.47084  0.374
H: 1.68195 1.97415 1.47135  0.206
H: 2.69509 2.91354 0.29147  0.335
C: -2.42636 -1.73433 2.81363  -0.627
H: -0.31247 4.46697 -0.83918  0.280
O: -2.78931 -1.52448 1.47270  -0.518
O: 2.13532 1.19419 -0.40803  -0.658
O: 1.37478 -0.33733 1.80451  -0.536
H: -2.63477 -0.15007 -2.81520  0.292
H: 1.47394 -2.63185 -2.33318  0.344
O: -0.78843 2.53798 -1.60200  -0.496
H: 2.69981 -2.02340 1.93621  0.301
H: -1.95302 -2.71151 2.88100  0.233
H: -0.46645 0.06438 -0.19125  0.345
H: 0.92486 -2.25244 1.49552  0.136
H: -0.31234 -2.48359 -0.64985  0.448
O: 0.46651 -0.98788 -1.55432  -0.535
H: 2.37773 -1.08777 -2.53166  0.339
H: 1.81171 -0.05319 0.98420  0.414
H: 2.26005 -1.82511 -1.00958  0.236
H: 1.41539 0.75390 -0.78968  0.388
C: -0.76924 3.93234 -1.67409  -0.754
H: -0.93344 2.33468 -0.63263  0.274
O: -0.64468 -3.33395 -0.30179  -0.709
H: -0.27193 0.19946 1.37512  0.551
H: -1.76516 4.39671 -1.78372  0.268
C: 1.81758 2.29016 0.40344  -0.112
C: 1.71826 -1.67935 -1.93354  -0.757
O: -0.90009 0.35637 0.63011  -0.798
H: -0.92734 -3.02224 0.58744  0.252
H: 1.35894 -1.76253 3.12687  0.268
O: -1.70523 0.07977 -2.75220  -0.619
H: -0.24688 4.28204 -2.56563  0.293

## Properties
Relative energy (zero: lowest compared OMol25 entry of this formula, charge and spin) = 3.366 eV
Gap between HOMO and LUMO = 10.389 eV
Electronic energy = -807.9328 hartree
Net charge = 0
HOMO energy = -9.83 eV
E_LUMO = 0.56 eV